(1)
C6H9NO in the gas phase at a distorted geometry, computed with ωB97M-V/def2-TZVPD.

The geometry in XYZ format:
```
17
Properties=species:S:1:pos:R:3:nbo_charge:R:1
C -1.609 0.212 -0.720 -0.62
C -0.203 0.362 -0.143 0.01
C 0.055 1.591 0.702 -0.64
C 1.029 -0.123 -0.965 -0.42
C 0.763 -0.977 0.244 0.12
O 1.684 -0.935 1.277 -0.68
C 0.026 -2.164 0.120 0.24
N -0.387 -3.257 0.065 -0.31
H -2.347 0.161 0.023 0.22
H -1.704 -0.519 -1.489 0.22
H -1.815 1.210 -1.216 0.21
H -0.752 1.921 1.456 0.22
H 0.215 2.489 0.081 0.22
H 0.874 1.243 1.286 0.23
H 1.908 0.518 -0.996 0.24
H 0.932 -0.706 -1.880 0.23
H 1.331 -1.027 2.154 0.49
```

HOMO energy	-9.31	eV
LUMO	0.7	eV
frontier orbital gap	9.97	eV



(2)
C6H4OS in the gas phase at a distorted geometry, computed with ωB97M-V/def2-TZVPD.

The geometry in XYZ format:
```
12
Properties=species:S:1:pos:R:3:nbo_charge:R:1
C -0.154 2.264 0.117 -0.13
C -0.211 1.043 0.054 -0.06
C -0.060 -0.361 0.098 -0.11
C 1.312 -0.945 0.112 -0.28
S 2.669 -0.068 -0.094 0.12
C -1.112 -1.210 -0.044 -0.23
C -2.564 -0.744 0.076 0.38
O -2.888 0.414 -0.248 -0.48
H -0.200 3.367 0.284 0.25
H 1.360 -1.995 0.174 0.20
H -0.852 -2.247 0.044 0.21
H -3.168 -1.626 0.516 0.13
```

HOMO energy	-9.09	eV
LUMO	-1.6	eV
frontier orbital gap	7.50	eV



(3)
C3H2N2OS in the gas phase at a distorted geometry, computed with ωB97M-V/def2-TZVPD.

The geometry in XYZ format:
```
9
Properties=species:S:1:pos:R:3:nbo_charge:R:1
C 1.184 0.448 0.375 -0.51
C -0.043 0.060 1.134 0.14
C 1.122 0.036 -0.865 0.49
N 0.240 -0.927 -1.571 -0.71
N -1.101 -0.381 0.614 -0.59
O -2.067 0.328 -1.694 -0.89
S -1.410 -0.819 -1.110 1.58
H 1.964 0.863 1.014 0.27
H 0.112 0.392 2.103 0.21
```

HOMO energy (alpha / beta)	-9.90 / -9.90	eV
LUMO (alpha / beta)	-2.4 / -2.4	eV
frontier orbital gap (alpha / beta)	7.49 / 7.51	eV



(4)
C45H72BCl3Ge2N4O2P3Ti as an isolated structure at a distorted geometry, computed with ωB97M-V/def2-TZVPD.

The geometry in XYZ format:
```
133
Properties=species:S:1:pos:R:3:mulliken_spin:R:1
Ti 0.008 -0.234 0.023 0.03
C 1.257 -4.719 -2.701 0.00
C 0.344 -3.635 -2.137 0.00
C -0.192 -2.789 -3.293 0.00
P 1.090 -2.491 -0.837 0.00
C 2.776 -2.176 -1.534 -0.02
N 3.564 -1.360 -0.658 0.15
Ge 2.681 0.025 0.519 -0.03
N 2.745 -0.418 2.572 0.21
C 1.542 -0.663 3.320 -0.04
P 0.018 0.178 2.688 0.00
C -1.259 -0.686 3.782 0.00
C -2.499 0.189 3.972 0.00
C -0.761 -1.206 5.134 0.00
C 0.150 1.925 3.366 -0.01
C 0.456 2.060 4.854 0.00
C 1.206 2.663 2.551 0.02
C 3.882 -0.988 3.064 0.07
C 3.978 -1.708 4.265 0.03
C 5.173 -2.282 4.641 0.01
C 6.291 -2.197 3.821 0.09
C 6.220 -1.478 2.639 -0.06
C 5.043 -0.850 2.279 0.11
N 4.898 0.004 1.140 0.00
C 5.635 -0.473 0.004 0.12
C 6.982 -0.227 -0.198 -0.04
C 7.644 -0.835 -1.250 0.07
C 6.951 -1.682 -2.103 0.01
C 5.595 -1.878 -1.952 0.01
C 4.904 -1.263 -0.900 0.06
C 5.253 1.361 1.412 0.07
C 6.272 1.749 2.260 -0.03
C 6.664 3.078 2.297 0.04
C 6.052 4.005 1.462 0.02
C 4.984 3.640 0.670 0.00
C 4.534 2.310 0.658 0.04
N 3.434 1.856 -0.009 0.10
C 2.587 2.875 -0.578 -0.03
P 0.872 2.311 -1.046 0.00
C -0.128 3.908 -0.851 0.00
C -1.330 3.879 -1.797 0.00
C 0.635 5.226 -0.994 0.00
C 1.077 2.084 -2.905 0.00
C 1.874 0.793 -3.085 0.00
C 1.699 3.209 -3.728 0.00
C 1.601 -3.456 0.702 0.01
C 0.372 -4.009 1.414 0.00
C 2.657 -4.548 0.536 0.00
H 0.677 -5.294 -3.422 0.00
H 1.608 -5.413 -1.945 0.00
H 2.111 -4.301 -3.229 0.00
H -0.507 -4.105 -1.632 0.00
H 0.603 -2.235 -3.791 0.00
H -0.956 -2.095 -2.955 0.00
H -0.642 -3.446 -4.032 0.00
H 2.663 -1.719 -2.529 0.00
H 3.260 -3.151 -1.669 0.00
H 1.686 -0.330 4.356 0.00
H 1.315 -1.744 3.329 0.00
H -1.555 -1.560 3.188 0.00
H -2.275 1.124 4.476 0.00
H -3.227 -0.340 4.584 0.00
H -2.973 0.414 3.014 0.00
H -0.324 -0.425 5.748 0.00
H -0.042 -2.013 5.023 0.00
H -1.611 -1.609 5.681 0.00
H -0.828 2.385 3.159 0.00
H 1.410 1.606 5.118 0.00
H -0.329 1.646 5.480 0.00
H 0.526 3.119 5.095 0.00
H 2.199 2.246 2.728 0.00
H 1.222 3.714 2.832 0.00
H 0.967 2.600 1.488 0.00
H 3.128 -1.806 4.920 -0.01
H 5.237 -2.811 5.579 0.00
H 7.217 -2.663 4.114 0.00
H 7.088 -1.404 2.002 0.00
H 7.514 0.434 0.468 0.00
H 8.697 -0.661 -1.393 0.00
H 7.474 -2.178 -2.905 0.00
H 5.079 -2.518 -2.649 -0.01
H 6.764 1.015 2.882 0.00
H 7.479 3.377 2.936 0.00
H 6.411 5.022 1.436 0.00
H 4.536 4.382 0.031 0.00
H 3.060 3.284 -1.480 0.00
H 2.470 3.688 0.148 0.00
H -0.519 3.864 0.182 0.00
H -1.032 4.054 -2.826 0.00
H -2.031 4.661 -1.514 0.00
H -1.859 2.923 -1.754 0.00
H 1.226 5.267 -1.903 0.00
H 1.286 5.413 -0.143 0.00
H -0.088 6.040 -1.030 0.00
H 0.064 1.915 -3.288 0.00
H 2.874 0.887 -2.659 0.00
H 1.974 0.563 -4.144 0.00
H 1.342 -0.035 -2.603 0.00
H 2.722 3.437 -3.441 0.00
H 1.111 4.121 -3.693 0.00
H 1.726 2.888 -4.768 0.00
H 2.052 -2.672 1.332 0.00
H -0.117 -4.752 0.790 0.00
H -0.336 -3.208 1.635 0.00
H 0.658 -4.487 2.348 0.00
H 2.309 -5.363 -0.090 0.00
H 2.877 -4.962 1.518 0.00
H 3.592 -4.160 0.140 0.00
Cl -3.095 3.304 1.732 0.00
Ge -2.476 1.556 0.568 0.00
Cl -4.193 1.428 -0.716 0.00
Cl -1.191 0.089 -1.794 0.00
C -3.334 -4.494 -0.181 0.00
C -3.228 -2.980 -0.278 0.00
C -3.849 -2.497 -1.588 0.00
O -1.820 -2.601 -0.306 0.00
B -1.653 -1.469 0.412 -0.01
O -2.796 -1.104 1.074 0.00
C -3.756 -2.202 0.975 0.00
C -5.164 -1.645 0.857 0.00
C -3.637 -3.018 2.265 0.00
H -3.005 -4.939 -1.115 0.00
H -4.367 -4.779 -0.018 0.00
H -2.723 -4.890 0.624 0.00
H -3.314 -2.948 -2.422 0.00
H -3.780 -1.416 -1.683 0.00
H -4.890 -2.799 -1.642 0.00
H -5.234 -0.922 0.054 0.00
H -5.439 -1.154 1.787 0.00
H -5.863 -2.453 0.670 0.00
H -2.639 -3.434 2.386 0.00
H -4.356 -3.829 2.258 0.00
H -3.851 -2.377 3.116 0.00
```

<S²>	0.766
HOMO energy (alpha / beta)	-12.52 / -12.03	eV
LUMO (alpha / beta)	-5.9 / -8.2	eV
2S+1	2
frontier orbital gap (alpha / beta)	6.64 / 3.87	eV
total charge	+2



(5)
CH2NOS2 as an isolated structure at a distorted geometry, computed with ωB97M-V/def2-TZVPD.

The geometry in XYZ format:
```
7
Properties=species:S:1:pos:R:3:nbo_charge:R:1
C -0.573 0.153 -1.149 0.33
N 0.535 -0.199 1.455 -0.99
O -0.965 -0.873 -0.638 -0.64
S -0.668 1.111 -2.440 -0.27
S 0.691 1.248 0.512 -0.13
H 1.282 -0.753 1.036 0.34
H -0.302 -0.687 1.224 0.36
```

HOMO energy	-3.09	eV
LUMO	3.6	eV
frontier orbital gap	6.71	eV
total charge	-1



(6)
C19H12N6O9Sn as an isolated structure, computed with ωB97M-V/def2-TZVPD.

The geometry in XYZ format:
```
47
Properties=species:S:1:pos:R:3:nbo_charge:R:1
Sn -0.585 0.084 -2.442 1.57
O 3.120 -1.052 2.137 -0.63
C 3.704 -1.449 1.010 0.52
C 5.038 -1.834 1.130 -0.31
C 5.756 -2.214 0.024 -0.04
C 5.183 -2.223 -1.266 -0.23
C 3.879 -1.878 -1.411 -0.09
C 3.082 -1.507 -0.278 -0.34
C 1.718 -1.329 -0.543 0.68
O 1.113 -1.335 -1.615 -0.68
N 0.802 -1.247 0.641 0.04
N -0.126 -1.971 0.570 0.10
C -1.094 -2.754 0.463 0.09
C -2.299 -2.502 -0.337 0.11
C -3.420 -3.249 -0.023 -0.17
C -4.558 -3.099 -0.810 -0.11
C -4.496 -2.250 -1.895 -0.18
C -3.315 -1.552 -2.143 0.07
N -2.231 -1.642 -1.376 -0.51
H 2.335 -0.511 1.980 0.51
H 5.487 -1.790 2.113 0.26
H 6.794 -2.499 0.144 0.25
H 5.776 -2.512 -2.122 0.25
H 3.405 -1.900 -2.382 0.24
H -0.985 -3.702 0.989 0.29
H -3.407 -3.937 0.811 0.25
H -5.458 -3.653 -0.584 0.27
H -5.340 -2.123 -2.558 0.27
H -3.252 -0.903 -3.009 0.22
O -2.928 5.811 2.151 -0.34
N -1.744 5.563 2.150 0.53
O -0.870 6.186 2.701 -0.33
C -1.326 4.364 1.394 0.00
C -2.266 3.659 0.682 -0.10
C -1.836 2.557 -0.034 -0.08
C -0.518 2.053 -0.014 0.45
O -0.160 0.944 -0.633 -0.92
C 0.377 2.825 0.756 -0.06
C -0.003 3.973 1.422 -0.10
N 1.790 2.442 0.887 0.55
O 2.062 1.251 0.810 -0.45
O 2.587 3.315 1.097 -0.28
N -2.823 1.861 -0.829 0.55
O -3.941 1.734 -0.433 -0.24
O -2.454 1.460 -1.957 -0.52
H -3.300 3.978 0.661 0.30
H 0.726 4.556 1.968 0.30
```

HOMO energy	-14.92	eV
LUMO	-8.5	eV
frontier orbital gap	6.38	eV
total charge	+2



(7)
A 4-piece molecular cluster, C3H15NO3 overall at a distorted geometry, computed with ωB97M-V/def2-TZVPD.

The geometry in XYZ format:
```
22
Properties=species:S:1:pos:R:3:nbo_charge:R:1
C -1.733 0.896 0.064 -0.63
C -1.124 -0.477 -0.140 -0.05
C -1.047 -1.317 1.160 -0.62
N -1.799 -1.306 -1.154 -0.84
H -1.311 1.399 0.938 0.21
H -1.506 1.518 -0.805 0.21
H -2.806 0.765 0.205 0.21
H -0.084 -0.430 -0.457 0.18
H -0.029 -1.254 1.531 0.20
H -1.729 -0.966 1.936 0.21
H -1.155 -2.388 1.012 0.23
H -1.801 -0.785 -2.025 0.35
H -2.739 -1.557 -0.885 0.35
O 2.027 1.317 -0.076 -0.95
H 2.623 1.517 -0.810 0.48
H 1.361 2.013 -0.135 0.49
O 1.493 0.254 -2.581 -0.96
H 1.368 -0.676 -2.794 0.47
H 1.616 0.271 -1.622 0.48
O 1.398 0.259 2.757 -0.93
H 2.229 0.264 2.272 0.47
H 0.780 0.134 2.045 0.46
```

HOMO energy	-9.40	eV
LUMO	0.5	eV
frontier orbital gap	9.87	eV



(8)
CH5N2P in the gas phase at a distorted geometry, computed with ωB97M-V/def2-TZVPD.

The geometry in XYZ format:
```
9
Properties=species:S:1:pos:R:3:nbo_charge:R:1
C -0.879 0.929 0.744 -0.44
N -0.154 -0.016 -0.073 -0.91
P 1.367 -0.286 0.264 1.17
N 1.735 -1.373 -0.977 -1.18
H -1.560 1.400 0.139 0.20
H -0.164 1.782 0.983 0.17
H -1.322 0.571 1.722 0.20
H 1.020 -1.262 -1.740 0.41
H 2.098 -2.257 -0.944 0.40
```

HOMO energy	-9.09	eV
LUMO	0.3	eV
frontier orbital gap	9.40	eV



Which E belongs to each record? In order, -363.94362 -704.31350 -698.25052 -9559.96829 -965.71633 -1950.33352 -403.75457 -491.93493 hartree.